Record 1
C49H38NOP3ReTe as an isolated structure, computed with ωB97M-V with the def2-TZVPD basis set.

```
94
C49H38NOP3ReTe (ωB97M-V with the def2-TZVPD basis set)
Re -0.750 0.026 -1.118
Te 2.214 0.413 1.543
C 1.929 -0.729 3.312
C 1.486 -0.106 4.467
C 1.324 -0.888 5.608
N 1.555 -2.195 5.633
C 2.004 -2.777 4.529
C 2.221 -2.082 3.346
C 1.059 -0.798 0.220
P 1.420 -1.055 -1.488
C 1.087 -2.713 -2.098
C 0.218 -2.840 -3.186
C -0.133 -4.099 -3.640
C 0.377 -5.226 -3.009
C 1.246 -5.100 -1.934
C 1.608 -3.844 -1.476
C 3.030 -0.447 -1.984
C 3.862 -1.307 -2.702
C 5.119 -0.872 -3.094
C 5.544 0.409 -2.774
C 4.716 1.265 -2.059
C 3.459 0.843 -1.666
P -0.598 -1.271 0.679
C -1.042 -0.771 2.347
C -1.133 0.585 2.647
C -1.569 0.992 3.896
C -1.902 0.046 4.855
C -1.791 -1.307 4.569
C -1.370 -1.721 3.314
C -0.946 -3.034 0.574
C -2.151 -3.415 -0.017
C -2.504 -4.756 -0.060
C -1.657 -5.714 0.480
C -0.451 -5.335 1.056
C -0.093 -3.999 1.102
H 1.248 0.950 4.497
H 0.981 -0.437 6.532
H 2.209 -3.840 4.587
H 2.642 -2.590 2.490
H -0.177 -1.955 -3.678
H -0.806 -4.201 -4.480
H 0.098 -6.211 -3.360
H 1.642 -5.984 -1.452
H 2.276 -3.742 -0.630
H 3.527 -2.302 -2.960
H 5.764 -1.535 -3.653
H 6.525 0.743 -3.083
H 5.053 2.261 -1.808
H 2.827 1.518 -1.101
H -0.835 1.313 1.910
H -1.636 2.048 4.126
H -2.246 0.362 5.830
H -2.037 -2.043 5.321
H -1.301 -2.778 3.093
H -2.811 -2.674 -0.449
H -3.440 -5.050 -0.515
H -1.937 -6.758 0.450
H 0.210 -6.084 1.472
H 0.847 -3.705 1.556
O -2.923 -0.551 -1.989
C -2.720 0.463 -1.335
C -3.534 1.607 -0.977
C -4.913 1.714 -1.121
C -5.519 2.908 -0.767
C -4.755 3.978 -0.318
C -3.371 3.879 -0.196
C -2.758 2.675 -0.504
P -0.955 2.335 -0.612
C -0.563 2.807 -2.330
C 0.611 2.307 -2.904
C 0.930 2.591 -4.225
C 0.077 3.374 -4.984
C -1.101 3.862 -4.426
C -1.429 3.576 -3.113
C -0.102 3.475 0.507
C -0.672 3.898 1.709
C 0.016 4.773 2.532
C 1.279 5.227 2.172
C 1.852 4.809 0.980
C 1.164 3.939 0.149
H -5.490 0.879 -1.495
H -6.592 3.016 -0.850
H -5.244 4.910 -0.066
H -2.793 4.735 0.124
H 1.293 1.706 -2.315
H 1.847 2.204 -4.650
H 0.324 3.604 -6.011
H -1.769 4.469 -5.022
H -2.355 3.955 -2.704
H -1.650 3.542 2.010
H -0.439 5.113 3.453
H 1.810 5.915 2.816
H 2.828 5.173 0.688
H 1.604 3.652 -0.799
```

Calculated values
**Total charge**: +2
**Spin multiplicity**: 2
**HOMO energy (spin up / spin down)**: -12.88 / -12.86 eV
**Expectation value of S²**: 0.763
**Orbital gap (spin up / spin down)**: 6.44 / 6.03 eV

---

Record 2
C49H39CsN7PS as an isolated structure, computed with ωB97M-V with the def2-TZVPD basis set.

```
98
C49H39CsN7PS (ωB97M-V with the def2-TZVPD basis set)
Cs -0.294 0.134 0.212
C 2.836 1.569 5.392
N 1.820 0.872 4.611
C 1.470 1.083 3.298
N 0.575 0.196 2.912
C 0.328 -0.612 3.991
C 1.100 -0.210 5.056
C 1.244 -0.766 6.416
C 1.682 -2.077 6.587
C 1.797 -2.617 7.860
C 1.478 -1.850 8.973
C 1.040 -0.543 8.810
C 0.919 -0.004 7.537
C -0.622 -1.741 3.963
C -0.750 -2.537 2.825
C -1.626 -3.612 2.808
C -2.386 -3.910 3.929
C -2.273 -3.118 5.064
C -1.402 -2.040 5.080
P 2.411 2.376 2.419
C 3.488 1.323 1.389
N 3.137 0.353 0.575
C 4.289 -0.201 0.103
C 5.378 0.436 0.650
N 4.858 1.410 1.472
C 5.646 2.400 2.195
C 6.828 0.239 0.458
C 7.650 -0.082 1.537
C 9.011 -0.281 1.350
C 9.560 -0.171 0.079
C 8.746 0.139 -1.001
C 7.387 0.346 -0.813
C 4.260 -1.312 -0.865
C 3.249 -1.358 -1.824
C 3.193 -2.397 -2.740
C 4.150 -3.402 -2.713
C 5.160 -3.364 -1.761
C 5.213 -2.328 -0.840
C 1.392 3.232 1.177
N 0.614 2.809 0.199
C 0.274 3.906 -0.544
C 0.856 5.029 -0.002
N 1.562 4.597 1.092
C 2.268 5.475 2.018
C 0.784 6.447 -0.407
C 1.938 7.148 -0.754
C 1.861 8.475 -1.152
C 0.627 9.110 -1.215
C -0.526 8.414 -0.878
C -0.449 7.090 -0.473
C -0.580 3.839 -1.748
C -1.693 3.002 -1.783
C -2.500 2.940 -2.909
C -2.205 3.721 -4.017
C -1.094 4.555 -3.995
C -0.284 4.612 -2.871
H 3.727 1.737 4.794
H 3.100 0.950 6.244
H 2.469 2.529 5.753
H 1.917 -2.671 5.712
H 2.133 -3.638 7.983
H 1.565 -2.272 9.967
H 0.781 0.054 9.675
H 0.555 1.008 7.407
H -0.156 -2.317 1.948
H -1.725 -4.209 1.911
H -3.076 -4.743 3.912
H -2.877 -3.332 5.937
H -1.340 -1.414 5.961
H 6.544 2.626 1.626
H 5.943 2.035 3.178
H 5.064 3.308 2.321
H 7.215 -0.193 2.523
H 9.641 -0.533 2.194
H 10.620 -0.333 -0.069
H 9.170 0.221 -1.994
H 6.744 0.582 -1.653
H 2.512 -0.565 -1.845
H 2.403 -2.419 -3.480
H 4.108 -4.213 -3.429
H 5.904 -4.150 -1.729
H 5.994 -2.314 -0.088
H 1.848 6.474 1.936
H 3.332 5.527 1.787
H 2.145 5.121 3.036
H 2.897 6.643 -0.727
H 2.762 9.011 -1.424
H 0.564 10.144 -1.531
H -1.490 8.905 -0.931
H -1.346 6.539 -0.219
H -1.954 2.403 -0.921
H -3.361 2.283 -2.907
H -2.835 3.677 -4.897
H -0.853 5.161 -4.860
H 0.589 5.252 -2.871
S -5.625 0.020 -0.106
C -4.000 -0.110 -0.209
N -2.829 -0.191 -0.288
```

Calculated values
**Total charge**: 0
**HOMO energy**: -6.34 eV
**ΔE to the lowest compared entry with this formula, charge and spin**: 6.9 kJ/mol
**Orbital gap**: 6.23 eV

---

Look up the total charge of the first one.
+2